(1)
{"formula": "C3H4OS2", "method": "ωB97M-V/def2-TZVPD", "total_charge": 0, "multiplicity": 1, "lumo_energy_ev": 0.59, "smiles": "S[C@@]12OC[C@@H]1S2", "elements": ["S", "C", "O", "C", "C", "S", "H", "H", "H", "H"], "xyz": [[-2.40932, -0.46068, -1.23224], [-1.00906, 0.23240, -0.29401], [-0.68468, -0.03037, 1.25975], [0.70185, 0.07158, 0.95790], [0.46307, 0.21721, -0.51149], [-0.38919, 1.80991, -0.86515], [-1.52187, -0.61127, -2.21201], [1.11803, -0.98927, 1.09091], [1.32462, 0.74460, 1.38538], [1.10251, -0.21119, -1.29025]], "forces_ev_per_angstrom": [[0.861, -0.133, 1.131], [0.805, -0.525, 1.898], [-1.786, 1.461, -2.140], [-0.800, -5.131, -2.116], [0.239, 0.674, -1.017], [0.284, 0.003, 0.583], [-0.189, -0.209, -0.481], [-0.138, 1.362, 0.150], [1.305, 2.433, 1.818], [-0.579, 0.067, 0.173]]}



(2)
{"formula": "C4H9N2PS", "method": "ωB97M-V/def2-TZVPD", "total_charge": 0, "multiplicity": 1, "lumo_energy_ev": 0.90, "smiles": "C=PSCN1CN1C", "elements": ["C", "P", "S", "C", "N", "C", "N", "C", "H", "H", "H", "H", "H", "H", "H", "H", "H"], "xyz": [[-2.90132, -0.78153, 1.50736], [-2.00554, -0.94156, 0.11876], [-2.21566, 0.87611, -0.87598], [-0.50414, 0.81360, -1.55765], [0.51887, 0.75010, -0.48468], [1.10572, -0.49903, -0.21402], [0.15812, 0.08877, 0.69428], [0.41242, 0.59785, 2.05015], [-3.04656, -1.66820, 2.05463], [-3.54762, -0.00060, 1.55604], [-0.48974, 1.64203, -2.18806], [-0.30433, -0.23492, -2.10868], [2.11428, -0.44544, -0.00927], [0.82353, -1.57748, -0.63834], [-0.25494, 1.55759, 2.13090], [0.08281, -0.22476, 2.65053], [1.46945, 0.93506, 2.17140]], "forces_ev_per_angstrom": [[1.556, -1.435, -2.053], [0.013, -0.721, 0.912], [0.540, 0.175, -0.395], [-0.713, -4.644, 0.855], [0.398, 2.356, -1.356], [-1.484, -2.901, 0.116], [-0.598, -1.201, 0.189], [-0.246, 2.690, -1.954], [-0.279, -0.831, 0.792], [-1.699, 2.317, 0.908], [0.851, 1.368, -0.926], [-0.983, 2.573, 0.476], [2.185, 0.118, 0.662], [0.065, 2.668, 0.423], [1.062, -1.978, 0.256], [-0.004, -0.044, 0.907], [-0.664, -0.511, 0.190]]}



In eV, the HOMO energy values for the records above are, in order, -8.977, -7.860.
In eV, the ΔE to the lowest compared entry with this formula, charge and spin values for the records above are, in order, 3.309, 0.387.
In eV/Å, the F_max values for the records above are, in order, 5.6, 4.8.